1.
{
  "formula": "C22H50Cd2O12S8",
  "method": "wB97M-V/def2-TZVPD",
  "total_energy_ev": -143984.2186,
  "gap_ev": 3.59,
  "lumo_energy_ha": -0.289,
  "fmax_ev_per_a": 2.18,
  "homo_energy_ha": -0.421,
  "charge": 2,
  "symbols": ["Cd", "Cd", "S", "S", "S", "S", "S", "S", "S", "S", "O", "O", "O", "O", "O", "O", "O", "O", "O", "O", "O", "O", "C", "C", "C", "C", "C", "C", "C", "C", "C", "C", "C", "C", "C", "C", "C", "C", "C", "C", "C", "C", "C", "C", "H", "H", "H", "H", "H", "H", "H", "H", "H", "H", "H", "H", "H", "H", "H", "H", "H", "H", "H", "H", "H", "H", "H", "H", "H", "H", "H", "H", "H", "H", "H", "H", "H", "H", "H", "H", "H", "H", "H", "H", "H", "H", "H", "H", "H", "H", "H", "H", "H", "H"],
  "xyz": [[-1.783, -1.871, -0.167], [5.149, 2.200, 1.225], [-0.643, 6.246, 0.230], [-0.574, -4.732, 1.515], [-2.771, 0.606, -2.428], [-1.454, 3.775, 5.105], [-4.823, 2.293, 0.733], [5.322, 0.066, 4.137], [-2.624, -3.750, -2.990], [1.423, -2.139, -4.919], [-2.743, -0.361, -1.268], [-6.055, 2.750, 1.421], [2.278, -2.008, -6.115], [-1.002, -3.362, 1.054], [-2.082, -3.293, -1.650], [-2.853, 3.921, 4.658], [2.871, 2.181, 1.886], [0.247, -1.550, -0.889], [-0.947, -0.363, 1.144], [-1.914, 5.707, -0.338], [5.347, 1.052, 2.989], [4.307, 0.422, 0.228], [-0.006, 7.211, -1.140], [6.835, -0.934, 3.941], [1.848, -0.743, -3.867], [-1.394, -4.753, -3.808], [2.116, -3.487, -3.949], [-0.991, 2.007, 5.091], [0.241, -0.047, 0.966], [-3.853, -5.031, -2.622], [2.282, 1.221, 1.316], [-3.581, 2.380, 2.046], [0.995, -0.894, -0.152], [-4.238, 3.647, -0.283], [-2.370, -0.194, -3.988], [2.391, -0.723, -0.270], [3.051, 0.291, 0.393], [0.941, 0.993, 1.591], [0.554, 4.874, 0.109], [-1.243, 1.514, -2.257], [4.097, -1.147, 3.654], [1.033, -4.908, 0.738], [-0.427, 4.133, 3.650], [-1.490, -5.979, 0.638], [4.063, -2.013, 4.312], [3.147, -0.616, 3.748], [-0.357, 5.208, 3.492], [-1.435, 1.672, 6.031], [7.567, -0.273, 3.490], [7.086, -1.425, 4.875], [2.101, -4.425, -4.500], [-1.174, -6.989, 0.898], [1.501, -1.003, -2.861], [1.264, 0.107, -4.206], [0.425, 6.611, -1.936], [0.766, -4.605, -0.286], [-1.904, -5.591, -4.291], [-3.455, 3.431, -1.009], [4.272, -1.423, 2.614], [-2.622, 0.536, -4.758], [-1.160, 2.296, -3.014], [-0.724, -5.237, -3.094], [0.636, 8.016, -0.775], [-3.109, 3.336, 2.259], [-0.703, 3.552, 2.772], [-2.943, -1.098, -4.172], [1.656, -3.682, -2.975], [0.071, 4.031, 0.597], [3.153, -3.224, -3.723], [0.775, 4.611, -0.925], [2.926, -0.608, -3.816], [-2.482, -5.925, 1.100], [-0.809, -4.254, -4.575], [-1.307, 2.039, -1.302], [-2.785, 1.645, 1.871], [1.467, 5.241, 0.579], [-3.344, -5.898, -2.210], [1.822, -4.225, 1.030], [6.521, -1.673, 3.205], [-0.382, 0.846, -2.278], [-5.125, 3.976, -0.832], [-1.606, -5.780, -0.424], [0.088, 1.889, 5.066], [0.398, 1.722, 2.178], [0.590, 3.831, 3.926], [-1.305, -0.430, -4.013], [-1.502, 1.436, 4.315], [-3.965, 4.528, 0.295], [-0.857, 7.765, -1.538], [1.340, -5.947, 0.631], [-4.139, 2.063, 2.926], [-4.463, -5.220, -3.499], [-4.417, -4.512, -1.846], [2.968, -1.530, -0.706]],
  "lowdin_charge": [1.38, 1.53, 0.84, 0.92, 0.91, 0.85, 0.80, 0.93, 0.90, 0.78, -0.66, -0.53, -0.52, -0.65, -0.67, -0.53, -0.11, -0.09, -0.07, -0.56, -0.71, -0.15, -0.26, -0.20, -0.25, -0.24, -0.27, -0.26, -0.31, -0.21, -0.37, -0.26, -0.32, -0.28, -0.23, 0.02, -0.37, 0.03, -0.27, -0.23, -0.24, -0.23, -0.28, -0.24, 0.08, 0.06, 0.05, 0.05, 0.06, 0.07, 0.06, 0.08, 0.01, 0.04, 0.05, 0.04, 0.07, 0.02, 0.06, 0.07, 0.08, 0.06, 0.06, 0.03, 0.02, 0.03, 0.04, 0.02, 0.06, 0.05, 0.07, 0.07, 0.04, 0.05, 0.02, 0.05, 0.06, 0.06, 0.05, 0.04, 0.06, 0.04, 0.04, 0.10, 0.04, 0.04, 0.05, 0.04, 0.06, 0.07, 0.05, 0.07, 0.06, 0.13]
}

---

2.
{
  "formula": "C22H50Cl10N2",
  "method": "wB97M-V/def2-TZVPD",
  "e_above_lowest_kcal_mol": 232.00,
  "total_energy_ev": -151818.4941,
  "gap_ev": 8.97,
  "lumo_energy_ha": 0.017,
  "smiles": "CCN(CC)CC.CCN(CC)CC.ClCCCl.ClCCCl.ClCCCl.ClCCCl.ClCCCl",
  "fmax_ev_per_a": 10.00,
  "homo_energy_ha": -0.313,
  "symbols": ["Cl", "Cl", "Cl", "Cl", "Cl", "Cl", "Cl", "Cl", "Cl", "Cl", "N", "N", "C", "C", "C", "C", "C", "C", "C", "C", "C", "C", "C", "C", "C", "C", "C", "C", "C", "C", "C", "C", "C", "C", "H", "H", "H", "H", "H", "H", "H", "H", "H", "H", "H", "H", "H", "H", "H", "H", "H", "H", "H", "H", "H", "H", "H", "H", "H", "H", "H", "H", "H", "H", "H", "H", "H", "H", "H", "H", "H", "H", "H", "H", "H", "H", "H", "H", "H", "H", "H", "H", "H", "H"],
  "xyz": [[0.115, 0.314, 0.145], [1.031, -2.352, -4.019], [0.247, 4.638, -3.835], [3.346, 1.881, -3.043], [5.645, 1.658, -0.720], [-2.098, 0.660, -2.489], [-1.329, 6.325, -6.381], [4.878, 4.496, 2.299], [-1.904, -3.568, -1.092], [0.615, 4.748, 1.332], [-3.806, 1.497, 1.432], [2.770, -4.152, 1.347], [1.360, -5.828, 0.335], [-4.281, 0.042, 1.556], [-1.587, 1.903, -1.366], [3.192, 3.997, 1.784], [-3.587, 2.241, 3.680], [-2.960, 1.721, 2.634], [-4.866, 2.369, 1.235], [3.799, -3.988, 2.317], [-3.106, -0.920, 1.092], [-0.096, 1.687, -1.066], [3.582, 0.443, -1.961], [-1.267, -3.036, -2.713], [2.089, -5.470, 1.567], [2.226, 5.260, 1.862], [0.237, -3.192, -2.606], [5.164, -4.842, 1.885], [0.702, -2.896, 2.101], [-1.051, 4.041, -4.902], [-5.413, 2.400, -0.227], [-2.032, 5.125, -5.299], [5.089, 0.182, -1.626], [1.907, -3.019, 1.302], [4.125, -3.004, 2.295], [1.408, -5.724, 2.356], [2.214, 5.723, 2.745], [0.090, -3.600, 2.586], [3.315, -0.483, -2.345], [5.729, -0.016, -2.523], [-0.541, 3.998, -5.897], [-4.640, 2.713, -0.678], [-5.836, 1.455, -0.651], [5.069, -5.821, 1.668], [5.481, -4.319, 0.933], [3.449, -4.263, 3.372], [-1.771, 2.952, -1.697], [-3.648, 1.354, 4.226], [0.899, -2.395, 2.915], [-2.788, 2.815, 4.212], [-1.770, -3.471, -3.492], [0.646, -5.300, -0.265], [0.171, 2.615, -0.527], [2.556, 5.992, 1.085], [3.076, 0.523, -1.016], [-4.651, 2.556, 3.798], [1.385, -3.265, 0.365], [-5.749, 2.422, 2.021], [3.060, 3.529, 0.792], [0.723, -2.744, -1.500], [2.889, 3.284, 2.494], [-5.172, -0.024, 1.075], [-2.414, 2.577, 2.441], [0.700, 1.660, -1.973], [2.720, -6.348, 1.827], [-4.911, -0.225, 2.590], [0.935, -6.887, 0.390], [-2.164, 5.727, -4.504], [-1.521, -1.990, -2.968], [-4.547, 3.406, 1.334], [-2.186, 1.737, -0.600], [5.404, -0.628, -0.788], [-2.885, 4.616, -5.673], [-2.110, 0.944, 2.733], [-3.696, -1.792, 1.032], [0.617, -4.269, -2.454], [-2.423, -1.025, 1.693], [2.041, -6.038, -0.530], [2.450, -2.144, 0.946], [-2.464, -0.631, 0.276], [-0.123, -2.308, 1.566], [5.828, -4.538, 2.663], [-6.169, 3.142, -0.519], [-1.412, 3.147, -4.389]],
  "lowdin_charge": [0.54, 0.50, 0.53, 0.53, 0.47, 0.61, 0.59, 0.50, 0.56, 0.57, -0.15, -0.18, -0.13, -0.15, -0.66, -0.59, -0.16, -0.35, -0.31, -0.23, -0.07, -0.59, -0.65, -0.63, -0.25, -0.63, -0.67, -0.03, -0.09, -0.63, -0.06, -0.67, -0.60, -0.28, 0.07, 0.10, 0.01, 0.08, 0.03, 0.08, 0.06, -0.03, 0.09, 0.00, 0.08, 0.13, 0.09, 0.06, 0.01, 0.12, 0.04, 0.02, 0.02, 0.08, 0.04, 0.11, 0.07, 0.14, 0.07, 0.12, 0.03, 0.04, 0.08, 0.09, 0.13, 0.17, 0.10, 0.00, 0.02, 0.11, -0.04, 0.11, 0.08, 0.16, 0.06, 0.08, -0.06, 0.08, 0.13, 0.02, 0.08, 0.05, 0.08, 0.05]
}